Entry 1:
Below is C64H52BrF4N5O3P3SSe2Tl as an isolated structure, with properties calculated with wB97M-V/def2-TZVPD.

Element x y z (Å)
C (4.96957, 0.33913, 2.05155)
C (3.55055, -1.15688, -5.42081)
H (-6.86048, 2.08513, 5.50976)
H (4.49947, -4.57480, -6.95024)
Se (-2.33001, 1.28461, -1.89971)
F (1.82242, 0.75950, 7.60993)
H (-5.51454, -0.72545, 2.10740)
C (-2.89646, -3.79440, -1.80536)
C (1.47445, -1.85892, 1.60595)
H (-5.77162, 1.61888, 1.28007)
H (0.23800, 5.52070, -0.17234)
H (-4.41513, -5.24274, -1.40744)
H (-4.95244, -1.53928, -1.50356)
C (6.63550, 2.12422, -3.87236)
C (2.64233, -1.84040, -6.22504)
C (-3.72100, 0.13821, 3.96409)
C (6.63290, 2.20684, -2.48376)
P (-0.57210, 1.63132, -3.07317)
H (-0.71810, 3.92715, -4.94077)
C (4.23564, -3.61405, -6.52521)
H (-1.74779, 1.99062, -8.61312)
H (-3.14293, -1.85785, 6.62194)
H (-5.10656, -5.30723, 3.31673)
C (1.34573, 1.19821, 6.43892)
C (-2.02677, -2.85628, -1.21056)
N (0.42469, -0.56064, -1.88431)
H (3.64964, -3.89622, 4.03501)
C (4.46065, 1.17660, -2.42825)
C (4.79822, -1.70777, -5.17154)
H (-5.29687, 1.56931, 3.80609)
H (3.13936, 4.90212, -3.26770)
H (-5.61853, 1.98741, -0.44256)
C (1.95727, 0.84614, 5.25015)
F (-1.26377, 3.32619, 5.21567)
H (7.47827, 2.64277, -1.96486)
H (-5.07990, -2.02011, 0.99242)
C (3.95670, 1.11636, 2.61103)
H (5.52688, 1.80660, -0.68354)
C (1.41287, -3.24554, 1.58393)
H (-1.12917, -0.32913, -5.06800)
N (2.32539, -1.12104, -2.76958)
F (-0.35740, 2.38149, 7.54813)
H (2.26558, -3.59781, -7.38387)
H (7.06424, 0.13224, 1.66807)
Tl (-1.48906, -0.05321, 0.80641)
C (0.24302, 2.02329, 6.40988)
H (1.86252, 2.97371, -4.08473)
O (-0.61357, -0.62761, 4.18272)
H (-5.20450, 0.10110, -2.10494)
C (-1.15997, 0.63058, -5.57175)
S (-1.63693, -1.65561, 4.18787)
H (-2.90556, -3.91401, -2.88085)
H (-5.12839, -0.62832, 7.47167)
H (-1.67894, -0.20477, -7.47201)
N (-1.88548, -2.07071, 2.69810)
C (3.07713, -1.94391, 3.38261)
C (3.02890, -3.32550, 3.35429)
C (-5.51586, -0.61628, -1.34213)
C (-1.51219, 1.93448, -7.55724)
H (-6.37054, 1.76966, 7.17646)
C (-3.69811, -4.31627, 0.40399)
H (4.71990, -0.59871, 1.57016)
H (-3.37208, 0.33448, 2.95549)
O (-3.83232, 0.18957, 0.14617)
H (1.66919, -1.40493, -6.42162)
C (1.86910, -0.04809, -3.46021)
H (5.49730, -1.19511, -4.52384)
C (0.63394, 0.30119, -2.90122)
H (2.13177, -5.06292, 2.45993)
C (5.54400, 1.74046, -1.76457)
C (0.59265, 4.96705, -1.03296)
C (6.29320, 0.75397, 2.10737)
C (2.98146, -3.06584, -6.76976)
H (3.75322, -1.45703, 4.06851)
C (-5.65778, -1.10090, 1.09416)
H (-6.71896, -1.34907, 0.96802)
C (2.22133, 4.62025, -2.76627)
C (5.62407, 2.74685, 3.25764)
C (-5.34717, 0.56846, 5.70424)
H (7.48058, 2.49693, -4.43844)
C (1.49575, 1.25423, 4.00915)
C (-1.47287, 0.70253, -6.91751)
C (4.30209, 2.33364, 3.20065)
H (-1.36363, -2.24819, -1.81852)
H (0.90190, -1.30692, 0.87695)
H (2.33406, 6.19037, -1.30575)
P (3.02048, 0.43847, -4.73106)
H (-6.58497, -0.82841, -1.46867)
H (-5.23548, -5.76275, 0.88856)
F (3.05106, 0.08217, 5.36944)
C (-3.11601, -0.82349, 4.75908)
H (-3.54577, -3.65145, 4.21750)
C (-4.82549, 0.82859, 4.44216)
C (0.40821, 2.13327, 4.01556)
H (-1.04043, 3.55290, -0.99644)
C (-4.54350, -5.03047, 1.28777)
C (-2.74988, -3.06313, 2.32599)
C (5.54728, 1.58307, -4.53566)
C (-0.93563, 3.02065, -5.49162)
O (-1.44223, -2.75433, 5.11717)
H (3.62059, 0.79795, -1.86197)
N (-1.97997, -2.64985, 0.07860)
H (7.66246, 2.27395, 2.76669)
C (1.50654, 3.52286, -3.21900)
H (-1.28020, 4.05609, -7.33492)
C (-6.56079, 1.30298, 6.20719)
C (6.62888, 1.95424, 2.71658)
H (6.11457, -3.36246, -5.52175)
Se (2.45886, 1.75865, -6.28756)
C (-5.96820, 1.23985, 0.27333)
C (4.45745, 1.09378, -3.81699)
C (-5.18173, -0.06762, 0.05928)
H (5.52260, 1.55712, -5.61906)
C (-1.24941, 3.09248, -6.84116)
H (-7.05120, 1.11017, 0.15310)
H (0.75562, -3.72968, 0.87369)
Br (-0.32370, 2.90121, 2.45785)
C (5.14158, -2.93399, -5.72794)
C (-0.12662, 3.86880, -1.48684)
C (-2.80284, -3.34738, 0.90564)
N (1.44507, -1.40105, -1.83546)
C (-3.62478, -1.09793, 6.02056)
P (2.19917, 0.64289, 2.39949)
H (3.52911, 2.96394, 3.62563)
H (5.87053, 3.69149, 3.72767)
C (0.32933, 3.13994, -2.57860)
C (-3.72152, -4.51672, -0.99587)
C (-0.21351, 2.50002, 5.19638)
C (1.76701, 5.34128, -1.66877)
C (2.18187, -3.98048, 2.46553)
C (-4.73256, -0.40643, 6.48541)
C (-0.87597, 1.78909, -4.85405)
H (-7.40913, 0.62580, 6.33168)
C (2.27479, -1.18560, 2.52343)
C (-3.58225, -3.80714, 3.14886)
C (-4.46722, -4.76739, 2.62629)

Force components x, y, z for each atom (eV/Å):
C 0.03 0.04 -0.04
C 0.04 0.00 -0.04
H 0.01 0.00 0.00
H 0.00 0.00 0.00
Se 0.18 0.07 -0.59
F 0.00 0.01 0.00
H 0.03 0.02 0.05
C 0.00 0.00 0.05
C 0.01 0.01 0.00
H 0.01 0.00 0.01
H 0.00 0.00 0.01
H 0.00 -0.01 0.00
H -0.01 0.00 0.00
C 0.01 0.00 0.02
C 0.00 0.00 -0.03
C -0.04 0.01 -0.03
C -0.01 0.00 0.00
P -0.17 0.02 0.23
H -0.01 -0.01 0.02
C -0.01 -0.01 0.00
H 0.00 0.00 0.00
H 0.00 0.00 0.00
H 0.00 0.00 0.00
C 0.01 0.02 -0.07
C -0.01 0.00 -0.11
N 0.01 -0.05 -0.10
H 0.00 0.01 0.00
C -0.03 -0.03 -0.01
C 0.02 -0.04 0.06
H -0.01 0.00 0.00
H 0.01 0.00 0.00
H 0.00 0.00 -0.01
C -0.03 -0.02 0.08
F -0.01 0.02 -0.03
H 0.00 0.00 0.00
H 0.00 -0.01 -0.01
C 0.00 0.07 0.13
H 0.02 0.01 0.00
C -0.01 -0.04 -0.01
H 0.00 0.01 0.00
N 0.03 -0.03 -0.05
F 0.00 0.00 0.01
H 0.00 0.00 0.00
H 0.00 0.00 0.01
Tl -0.39 -0.06 -0.07
C -0.01 -0.02 -0.02
H -0.04 0.09 0.08
O -0.03 0.01 0.05
H 0.01 0.01 0.01
C 0.05 -0.04 0.02
S -0.07 -0.15 -0.05
H 0.01 0.00 0.00
H 0.00 0.00 0.00
H -0.01 0.00 0.00
N 0.02 0.01 0.08
C 0.06 0.05 0.04
C 0.00 0.00 -0.01
C 0.01 -0.02 -0.04
C 0.00 0.01 0.00
H 0.01 -0.01 0.00
C -0.03 -0.05 -0.02
H 0.01 0.00 0.01
H 0.05 -0.02 0.03
O 0.14 -0.03 0.44
H 0.01 0.02 0.00
C -0.09 -0.19 -0.16
H 0.00 0.00 -0.01
C 0.03 0.16 0.23
H 0.00 0.01 0.01
C 0.00 -0.02 0.01
C 0.00 0.01 0.00
C 0.00 -0.03 -0.03
C 0.01 -0.01 -0.01
H -0.01 -0.03 -0.03
C 0.00 -0.01 -0.01
H 0.00 0.03 -0.01
C 0.00 0.00 0.01
C 0.03 -0.02 -0.01
C 0.02 -0.02 -0.02
H 0.00 0.00 0.00
C 0.12 0.01 -0.04
C 0.02 -0.01 -0.03
C 0.05 -0.01 -0.01
H 0.00 0.00 0.03
H -0.04 0.05 -0.03
H 0.00 0.00 0.00
P 0.06 0.07 0.17
H 0.01 0.00 0.02
H 0.00 0.00 0.01
F 0.00 0.04 0.02
C 0.01 0.09 -0.02
H 0.00 0.01 0.00
C -0.01 0.00 -0.02
C -0.13 0.05 0.03
H 0.00 0.00 0.00
C 0.02 0.03 0.01
C 0.04 -0.06 -0.11
C -0.02 0.02 -0.04
C 0.00 0.04 -0.01
O 0.02 0.01 -0.01
H -0.01 0.01 0.01
N -0.04 0.06 0.09
H 0.00 0.00 -0.01
C -0.01 -0.02 0.01
H 0.00 0.00 0.00
C -0.03 0.03 0.02
C -0.03 0.05 0.00
H 0.00 0.00 0.00
Se -0.03 -0.12 -0.18
C -0.02 0.02 0.00
C -0.01 0.08 0.00
C -0.03 -0.02 -0.12
H 0.00 0.00 0.00
C 0.00 -0.01 0.00
H 0.01 -0.02 0.01
H 0.01 0.01 -0.01
Br 0.15 0.06 -0.03
C -0.01 0.01 -0.01
C 0.01 -0.01 0.01
C 0.10 0.00 0.03
N -0.03 0.00 0.08
C 0.02 -0.04 0.02
P -0.04 -0.04 -0.07
H -0.01 -0.01 0.00
H 0.00 0.00 0.00
C 0.08 0.03 0.03
C 0.00 -0.01 0.00
C 0.05 -0.05 0.08
C 0.01 0.00 0.00
C -0.03 -0.01 -0.01
C -0.02 0.01 0.02
C -0.02 0.00 -0.01
H 0.01 -0.01 0.00
C -0.03 -0.08 0.00
C -0.03 0.02 0.01
C -0.01 -0.01 -0.01

Energy relative to the best compared isomer or geometry (same formula, charge and spin) = 0.000 eV
Net charge = -2
Total energy = -335808.9090 eV

=====

Entry 2:
Below is C27H23N5O4SSrTe as an isolated structure, with properties calculated with wB97M-V/def2-TZVPD.

Element x y z (Å)
C (-3.48961, -1.31313, -0.79142)
C (-2.59725, 2.28225, -2.35304)
N (-1.46103, -0.48338, 0.07467)
N (2.53956, 2.21540, 1.95808)
O (-1.65743, 2.24465, 2.24884)
C (3.64061, 1.59717, 1.55060)
C (2.60286, 3.84908, -5.82927)
H (5.59670, 1.40243, 1.79151)
H (-5.25322, -0.29728, -0.11954)
N (4.80343, 1.92585, 2.12167)
C (1.39631, 0.03150, 4.70012)
C (-3.47368, 0.58402, 0.69034)
H (0.91965, 1.07905, -6.79741)
C (-0.23485, -0.80343, 3.18625)
C (2.11047, 2.44905, -3.94022)
C (-1.36355, 1.74176, -2.68194)
C (-1.21831, -2.27535, -1.55410)
H (4.12466, 2.67498, 3.95650)
O (-1.73223, -2.72223, -2.57129)
C (-2.10581, -1.36307, -0.68066)
C (-2.09197, 0.49614, 0.70637)
H (-2.39000, -0.82252, -4.64253)
H (1.92506, 3.12458, -7.73110)
C (4.96944, 2.78228, 3.27481)
C (2.67148, 3.60351, -4.46640)
O (-0.01782, -2.36054, -1.15541)
C (3.74065, -0.56786, 4.28540)
H (1.69473, 0.60938, 5.56557)
H (3.04147, 4.74884, -6.23986)
H (2.18996, 2.26123, -2.87469)
H (-3.96620, 1.37643, 1.23384)
H (2.59988, 2.96139, 2.63331)
Sr (0.89228, -0.17425, -0.64527)
C (-3.75550, 1.70768, -2.85583)
H (1.59633, 1.97644, 1.61844)
O (0.02324, 1.54144, 0.93986)
C (1.97721, 2.93800, -6.66641)
C (-4.17335, -0.34916, -0.06519)
N (4.85673, -0.48016, 4.54087)
N (0.67067, -1.44950, 2.45687)
H (3.16661, 4.30671, -3.80996)
H (-4.58232, 0.14326, -4.06685)
H (-1.26122, -0.88736, 2.85292)
Te (0.58594, -0.21801, -4.00447)
C (2.35072, -0.64718, 3.94822)
H (-0.46596, 2.22222, -2.30195)
H (-2.65029, 3.14265, -1.69946)
H (5.07751, 3.83165, 2.99267)
H (2.66959, -1.90620, 2.23231)
C (1.41170, 1.78500, -6.14192)
C (-3.67903, 0.59746, -3.68152)
C (-1.28559, 0.63311, -3.51936)
C (1.93935, -1.37667, 2.83331)
S (3.67940, 0.38512, 0.34027)
C (0.07534, -0.05027, 4.30989)
H (-3.99202, -2.00865, -1.44722)
H (-4.72013, 2.12239, -2.59535)
H (-0.70424, 0.47266, 4.84259)
C (-2.44587, 0.05679, -4.01620)
C (1.47081, 1.53823, -4.77475)
H (5.85397, 2.46214, 3.81830)
C (-1.18753, 1.53030, 1.37893)

Force components x, y, z for each atom (eV/Å):
C 0.01 -0.06 0.13
C -0.04 -0.03 -0.01
N 0.24 0.07 -0.29
N -0.11 0.08 0.08
O -0.06 0.07 0.11
C 0.01 -0.02 -0.01
C 0.02 0.02 0.00
H -0.02 -0.03 0.03
H -0.03 0.00 0.00
N 0.08 -0.06 -0.03
C 0.01 0.02 0.03
C 0.05 -0.06 0.08
H -0.01 -0.01 -0.02
C -0.03 0.01 0.08
C 0.04 -0.01 0.06
C 0.07 0.07 0.00
C -0.33 0.27 0.29
H 0.02 -0.01 0.03
O -0.07 -0.22 -0.18
C -0.39 0.02 -0.16
C -0.17 0.11 0.07
H -0.01 -0.02 0.00
H 0.00 0.00 0.00
C -0.02 0.03 0.05
C 0.01 0.01 0.01
O 0.38 0.22 -0.19
C -0.01 -0.02 -0.05
H -0.01 -0.01 -0.01
H 0.01 0.01 0.00
H 0.00 0.00 -0.03
H -0.01 0.03 0.03
H -0.01 -0.07 -0.06
Sr 0.17 -0.34 0.58
C -0.01 0.04 0.02
H 0.01 0.03 -0.05
O 0.18 -0.20 -0.26
C -0.02 0.00 -0.03
C 0.00 -0.03 -0.01
N 0.15 0.06 0.05
N 0.10 0.01 -0.23
H 0.01 0.01 0.01
H -0.01 -0.01 -0.01
H -0.02 0.01 -0.02
Te 0.08 -0.16 -0.16
C -0.11 -0.03 -0.03
H 0.01 -0.04 0.00
H 0.00 0.02 0.02
H -0.02 0.01 0.02
H -0.02 0.01 0.03
C -0.02 0.01 -0.01
C 0.02 -0.01 -0.04
C 0.04 0.11 0.03
C 0.10 0.01 0.13
S -0.07 0.10 -0.04
C -0.02 -0.03 -0.03
H -0.01 -0.02 -0.02
H -0.02 0.01 0.01
H -0.03 0.01 0.02
C -0.03 -0.09 -0.04
C -0.08 0.02 0.07
H 0.03 0.03 -0.01
C -0.06 0.01 0.01

Energy relative to the best compared isomer or geometry (same formula, charge and spin) = 0.199 eV
Total energy = -62981.4099 eV

=====

| no. | HOMO-LUMO gap (Eh) | lowest unoccupied orbital energy (eV) |
| --- | --- | --- |
| 1 | 0.219 | 3.65 |
| 2 | 0.319 | -0.02 |